This record from the OMol25 dataset describes 12 unconnected molecules or ions with the total composition C5H31NO12 at a distorted geometry. The level of theory is the ωB97M-V functional and the def2-TZVPD basis.

SMILES string = O=CN1CCCC1.O.O.O.O.O.O.O.O.O.O.O
HOMO energy = -9.9 eV
largest force on an atom = 8.6 eV/A
DFT total energy = -1166.70289 a.u.
gap between HOMO and LUMO = 10.2328 eV

Geometry (Å):
1 O -0.974 2.940 2.004
2 O -3.529 -1.067 -0.249
3 O -2.003 -3.073 -1.269
4 O -2.459 1.179 -1.761
5 O -2.474 -0.989 2.794
6 O 2.601 2.907 0.279
7 O -0.478 0.571 -3.547
8 O 0.236 1.896 -0.005
9 O -2.634 3.313 -0.117
10 O 4.237 -0.649 -0.021
11 O 2.896 -2.022 -2.290
12 O -0.036 -1.825 -2.522
13 N 1.037 -0.094 0.720
14 C 0.635 -1.465 0.856
15 C 1.772 0.246 1.956
16 C 0.435 0.680 -0.144
17 C 1.369 -0.850 3.046
18 C 0.761 -2.039 2.225
19 H -2.104 2.933 0.640
20 H 2.277 -1.077 3.573
21 H 1.318 -2.032 0.155
22 H -3.131 -1.738 -0.804
23 H 0.895 -1.860 -2.775
24 H 2.746 3.636 0.699
25 H 2.904 0.363 1.774
26 H 3.509 -2.469 -1.690
27 H -0.789 3.825 1.910
28 H -2.258 -4.010 -1.294
29 H 0.115 0.163 -1.072
30 H 1.715 2.542 0.625
31 H -0.385 2.595 1.225
32 H -1.154 -2.958 -1.756
33 H -0.496 -1.073 -3.072
34 H -2.029 3.556 -0.784
35 H -0.566 0.763 -4.410
36 H -2.787 1.783 -1.080
37 H 1.444 1.243 2.356
38 H 4.731 -0.175 -0.721
39 H -0.435 -1.525 0.542
40 H 2.974 -1.112 -2.002
41 H 0.584 -0.409 3.693
42 H -2.447 0.313 -1.354
43 H -0.271 -2.402 2.553
44 H -2.183 -0.695 1.970
45 H -1.323 0.920 -3.012
46 H -3.437 -0.819 2.888
47 H 3.448 -0.190 0.047
48 H -4.482 -1.393 -0.104
49 H 1.453 -2.928 2.238